Here is a structure of composition C52H57GeIMoN2O2P2Si2 at a distorted geometry from the OMol25 dataset. Energies are from wB97M-V/def2-TZVPD.

Element x y z (Å)
Mo: -0.3415 -1.2711 0.5543
C: -5.0446 -0.6031 -0.9278
Si: -3.2467 -0.2459 -1.1560
C: -2.6207 -1.0539 -2.6987
C: -2.9722 1.5808 -1.0713
N: -2.3024 -0.9240 0.2606
P: -2.8669 -2.0077 1.3791
C: -1.3012 -2.6704 1.7659
P: -0.2727 -2.0589 3.0268
N: 0.4323 -0.7326 2.1819
Si: 1.4199 0.7811 2.6137
C: 2.8178 0.7028 1.4394
C: 0.2580 2.1572 2.2092
C: 1.9580 0.7592 4.3697
C: -0.9030 -1.3962 4.5529
C: -1.4801 -0.1208 4.5829
C: -1.8835 0.4173 5.7921
C: -1.7088 -0.3121 6.9671
C: -1.1471 -1.5822 6.9349
C: -0.7394 -2.1351 5.7261
C: 0.9633 -3.2838 3.3863
C: 0.7126 -4.6149 3.0524
C: 1.6613 -5.5841 3.3587
C: 2.8447 -5.2229 3.9901
C: 3.0907 -3.8954 4.3284
C: 2.1486 -2.9234 4.0343
C: -3.8382 -3.3020 0.6277
C: -5.1301 -3.6066 1.0510
C: -5.8406 -4.6152 0.4138
C: -5.2673 -5.3072 -0.6449
C: -3.9739 -5.0067 -1.0688
C: -3.2550 -4.0106 -0.4314
C: -3.7953 -1.2061 2.6517
C: -4.0648 0.1591 2.5624
C: -4.8129 0.7709 3.5590
C: -5.2733 0.0244 4.6400
C: -4.9841 -1.3338 4.7391
C: -4.2464 -1.9546 3.7455
H: -5.6077 0.1011 -1.5569
H: -5.3044 -1.6169 -1.2439
H: -5.3882 -0.4657 0.1036
H: -2.4544 -0.3164 -3.4958
H: -1.6903 -1.5985 -2.5533
H: -3.3652 -1.7661 -3.0688
H: -3.0461 2.0307 -2.0701
H: -3.7458 2.0541 -0.4547
H: -1.9947 1.8366 -0.6539
H: 2.4602 0.4533 0.4403
H: 3.3401 1.6691 1.3792
H: 3.5478 -0.0603 1.7385
H: -0.5295 1.8385 1.5195
H: -0.2185 2.5652 3.1086
H: 0.8107 2.9762 1.7278
H: 2.9281 0.2624 4.4755
H: 2.0909 1.8031 4.6902
H: 1.2426 0.2915 5.0524
H: -1.5960 0.4495 3.6693
H: -2.3269 1.4086 5.8228
H: -2.0042 0.1202 7.9169
H: -1.0154 -2.1434 7.8536
H: -0.2921 -3.1219 5.7024
H: -0.2132 -4.8851 2.5581
H: 1.4763 -6.6211 3.0988
H: 3.5848 -5.9808 4.2207
H: 4.0153 -3.6206 4.8239
H: 2.3283 -1.8918 4.3157
H: -5.5904 -3.0538 1.8618
H: -6.8464 -4.8552 0.7384
H: -5.8303 -6.0884 -1.1458
H: -3.5310 -5.5539 -1.8929
H: -2.2474 -3.7880 -0.7530
H: -3.7023 0.7360 1.7189
H: -5.0414 1.8283 3.4907
H: -5.8675 0.5053 5.4116
H: -5.3396 -1.9066 5.5884
H: -4.0215 -3.0155 3.8170
O: 0.7399 -0.8225 -2.9312
C: 0.3546 0.0607 -2.2683
O: -0.1885 -0.2118 -0.9341
C: 0.2206 1.5115 -2.6032
C: 0.7354 1.9008 -4.0010
Ge: 2.5936 2.5343 -4.1721
C: 2.7253 3.2962 -5.9328
C: 3.0809 4.6359 -6.1092
C: 3.0862 5.2019 -7.3805
C: 2.7413 4.4341 -8.4860
C: 2.3957 3.0966 -8.3258
C: 2.3867 2.5300 -7.0559
C: 3.8400 1.0692 -3.9401
C: 4.4898 0.4665 -5.0209
C: 5.3371 -0.6217 -4.8205
C: 5.5549 -1.1106 -3.5380
C: 4.9355 -0.5005 -2.4501
C: 4.0820 0.5778 -2.6574
C: 2.9302 3.8316 -2.7744
C: 4.2547 4.1434 -2.4441
C: 4.5404 5.0506 -1.4273
C: 3.5034 5.6531 -0.7212
C: 2.1824 5.3659 -1.0486
C: 1.9004 4.4637 -2.0723
H: 0.6884 2.0804 -1.7897
H: -0.8542 1.7095 -2.5172
H: 0.1115 2.7093 -4.3876
H: 0.6160 1.0563 -4.6818
H: 3.3565 5.2444 -5.2519
H: 3.3658 6.2426 -7.5076
H: 2.7432 4.8774 -9.4750
H: 2.1382 2.4940 -9.1902
H: 2.1116 1.4824 -6.9452
H: 4.3460 0.8531 -6.0252
H: 5.8419 -1.0764 -5.6660
H: 6.2174 -1.9553 -3.3849
H: 5.1362 -0.8551 -1.4433
H: 3.6287 1.0790 -1.8104
H: 5.0723 3.6767 -2.9878
H: 5.5718 5.2924 -1.1908
H: 3.7250 6.3564 0.0745
H: 1.3722 5.8565 -0.5189
H: 0.8621 4.2822 -2.3424
I: 1.5175 -2.9137 -0.2978

Properties
ΔE to the lowest compared entry with this formula, charge and spin (kJ/mol): 0.0
Gap between HOMO and LUMO (eV): 4.81
HOMO (hartree): -0.4499
E_LUMO (eV): -7.44
Molar mass (g mol⁻¹): 1155.6
Total charge: +2

Mulliken atomic charge list, values in e, 4 entries: number 1, Mo, carries -2.18; number 2, C, carries -1.13; number 3, Si, carries 0.90; number 4, C, carries -1.27